[1]
A cluster of 5 separate species, C72H67O12P in total at a distorted geometry, computed with the ωB97M-V functional and the def2-TZVPD basis.

XYZ file:
```
152
Properties=species:S:1:pos:R:3:lowdin_charge:R:1
C -0.842 0.612 1.689 -0.11
C -0.334 0.534 0.236 -0.26
C 0.454 1.767 -0.242 -0.22
C 1.973 1.548 -0.224 -0.22
C 2.753 2.613 -0.986 -0.21
C 2.497 4.057 -0.524 -0.21
C 3.738 4.960 -0.562 -0.22
C 3.570 6.271 0.211 -0.21
C 2.620 7.281 -0.468 -0.20
C 1.286 7.574 0.247 -0.21
C 1.362 7.770 1.765 -0.23
C 2.366 8.841 2.199 -0.20
C 2.452 9.019 3.732 -0.17
C 3.896 8.961 4.215 -0.21
O 4.064 9.491 5.537 -0.17
P 3.743 8.721 6.880 0.38
O 2.933 9.432 7.898 -0.24
O 3.094 7.320 6.394 -0.10
O 5.227 8.273 7.230 -0.19
C 5.453 7.338 8.311 -0.25
C 5.576 5.899 7.816 -0.07
H -0.892 -0.376 2.164 0.06
H -1.849 1.044 1.731 0.07
H -0.189 1.243 2.302 0.07
H -1.187 0.385 -0.434 0.10
H 0.307 -0.348 0.131 0.08
H 0.199 2.621 0.404 0.11
H 0.143 2.053 -1.255 0.11
H 2.186 0.566 -0.660 0.08
H 2.330 1.510 0.816 0.12
H 3.824 2.398 -0.903 0.09
H 2.476 2.517 -2.044 0.12
H 2.118 4.047 0.514 0.11
H 1.713 4.505 -1.150 0.11
H 3.971 5.203 -1.607 0.12
H 4.599 4.403 -0.170 0.11
H 4.555 6.733 0.359 0.11
H 3.197 6.020 1.211 0.09
H 2.376 6.892 -1.468 0.11
H 3.142 8.228 -0.630 0.10
H 0.560 6.782 0.024 0.10
H 0.867 8.496 -0.185 0.11
H 1.609 6.822 2.267 0.10
H 0.362 8.046 2.131 0.12
H 3.355 8.570 1.810 0.10
H 2.082 9.792 1.734 0.12
H 1.862 8.232 4.216 0.10
H 2.038 9.984 4.041 0.12
H 4.299 7.942 4.179 0.13
H 4.528 9.595 3.582 0.13
H 2.193 7.315 6.691 0.08
H 6.387 7.680 8.769 0.12
H 4.653 7.465 9.050 0.11
H 6.618 5.577 7.784 0.07
H 5.154 5.807 6.814 0.07
H 5.027 5.212 8.468 0.08
O 2.451 -2.043 -0.950 0.08
C 2.129 -3.138 -1.369 -0.26
C 1.275 -4.062 -0.568 -0.10
C 0.813 -3.645 0.675 -0.02
C -0.018 -4.468 1.416 -0.06
C -0.395 -5.710 0.915 -0.05
C 0.072 -6.136 -0.316 0.00
C 0.914 -5.317 -1.060 -0.08
C 1.407 -5.802 -2.384 -0.27
O 1.128 -6.909 -2.789 0.11
C 2.253 -4.871 -3.186 -0.08
C 2.703 -5.279 -4.434 0.00
C 3.480 -4.427 -5.200 -0.05
C 3.811 -3.163 -4.725 -0.05
C 3.368 -2.751 -3.480 0.01
C 2.587 -3.603 -2.707 -0.08
H 1.105 -2.670 1.042 0.12
H -0.380 -4.140 2.382 0.11
H -1.055 -6.346 1.490 0.11
H -0.207 -7.100 -0.718 0.12
H 2.436 -6.265 -4.789 0.12
H 3.830 -4.747 -6.173 0.11
H 4.416 -2.498 -5.327 0.11
H 3.622 -1.774 -3.092 0.11
O 10.321 -0.085 -1.215 0.11
C 9.385 0.262 -1.903 -0.28
C 9.602 0.950 -3.210 -0.08
C 10.903 1.170 -3.645 0.00
C 11.129 1.790 -4.862 -0.06
C 10.057 2.194 -5.650 -0.06
C 8.759 1.983 -5.220 0.00
C 8.526 1.363 -3.998 -0.08
C 7.117 1.159 -3.550 -0.28
O 6.183 1.549 -4.218 0.10
C 6.901 0.456 -2.253 -0.08
C 5.600 0.232 -1.821 -0.01
C 5.368 -0.437 -0.629 -0.05
C 6.442 -0.884 0.134 -0.05
C 7.741 -0.653 -0.285 0.00
C 7.977 0.018 -1.478 -0.08
H 11.723 0.847 -3.019 0.12
H 12.143 1.960 -5.199 0.11
H 10.237 2.674 -6.603 0.11
H 7.913 2.295 -5.816 0.12
H 4.774 0.585 -2.425 0.11
H 4.353 -0.622 -0.306 0.09
H 6.261 -1.414 1.059 0.11
H 8.586 -0.989 0.300 0.12
O -5.244 -5.447 -0.604 0.10
C -5.189 -4.962 -1.715 -0.29
C -4.062 -4.069 -2.111 -0.08
C -3.048 -3.822 -1.193 0.01
C -1.985 -3.009 -1.544 -0.05
C -1.923 -2.443 -2.812 -0.04
C -2.935 -2.678 -3.728 0.00
C -4.009 -3.489 -3.380 -0.08
C -5.099 -3.710 -4.374 -0.28
O -5.080 -3.169 -5.458 0.11
C -6.218 -4.617 -3.982 -0.08
C -7.235 -4.858 -4.897 0.00
C -8.276 -5.707 -4.562 -0.05
C -8.305 -6.320 -3.315 -0.05
C -7.299 -6.078 -2.395 -0.01
C -6.253 -5.224 -2.724 -0.09
H -3.104 -4.277 -0.214 0.12
H -1.198 -2.822 -0.829 0.09
H -1.084 -1.815 -3.084 0.11
H -2.910 -2.240 -4.716 0.12
H -7.193 -4.376 -5.864 0.12
H -9.068 -5.895 -5.276 0.11
H -9.118 -6.986 -3.058 0.11
H -7.318 -6.543 -1.419 0.12
O -8.763 -5.405 3.844 0.11
C -9.680 -5.150 3.093 -0.28
C -9.445 -4.477 1.783 -0.08
C -8.142 -4.167 1.412 0.01
C -7.899 -3.557 0.193 -0.06
C -8.953 -3.258 -0.663 -0.05
C -10.254 -3.558 -0.296 0.00
C -10.505 -4.168 0.927 -0.08
C -11.916 -4.473 1.302 -0.28
O -12.840 -4.170 0.578 0.11
C -12.149 -5.168 2.603 -0.08
C -13.450 -5.493 2.966 0.00
C -13.690 -6.149 4.160 -0.06
C -12.632 -6.484 4.998 -0.06
C -11.334 -6.158 4.644 0.00
C -11.087 -5.498 3.447 -0.08
H -7.331 -4.414 2.082 0.12
H -6.884 -3.321 -0.094 0.10
H -8.758 -2.795 -1.622 0.11
H -11.087 -3.329 -0.946 0.12
H -14.259 -5.225 2.301 0.12
H -14.704 -6.402 4.442 0.11
H -12.822 -7.000 5.930 0.11
H -10.499 -6.407 5.285 0.12
```

- E_HOMO: -9.7385 eV
- LUMO: -1.3 eV
- 2S+1: 1
- HOMO-LUMO gap: 8.46 eV

=====

[2]
A structure of composition C72H76BCsN8OP3S2 at a distorted geometry, computed with the ωB97M-V functional and the def2-TZVPD basis.

XYZ file:
```
164
Properties=species:S:1:pos:R:3:lowdin_charge:R:1
Cs 0.325 0.132 0.444 0.87
C 2.624 -2.600 3.560 -0.08
C 1.231 -2.573 3.399 -0.17
N 0.719 -1.399 3.745 0.07
N 1.766 -0.653 4.149 -0.01
C 2.920 -1.348 4.036 -0.11
B 1.711 0.776 4.739 -0.67
N 2.710 1.660 3.981 -0.01
C 3.961 2.064 4.295 -0.11
C 4.513 2.630 3.171 -0.08
C 3.505 2.509 2.199 -0.21
N 2.422 1.934 2.689 0.07
N 0.289 1.390 4.696 0.01
C -0.229 2.200 5.649 -0.09
C -1.443 2.665 5.199 -0.09
C -1.577 2.076 3.928 -0.19
N -0.531 1.321 3.633 0.06
N 2.066 0.647 6.256 -0.02
C 1.507 -0.311 7.023 -0.10
C 1.958 -0.142 8.312 -0.09
C 2.814 0.970 8.223 -0.19
N 2.875 1.439 6.985 0.06
H 3.316 -3.385 3.307 0.09
H 0.580 -3.346 3.017 0.09
H 3.868 -0.892 4.272 0.12
H 4.350 1.923 5.289 0.09
H 5.505 3.035 3.061 0.08
H 3.538 2.786 1.157 0.09
H 0.300 2.389 6.568 0.11
H -2.124 3.326 5.708 0.08
H -2.392 2.157 3.227 0.10
H 0.840 -1.039 6.590 0.12
H 1.715 -0.733 9.178 0.07
H 3.394 1.444 9.001 0.08
C -2.408 4.268 0.190 -0.01
C -2.674 3.632 -1.011 -0.05
C -1.550 3.997 -1.958 -0.07
C -0.715 4.813 -1.254 0.00
C -1.221 5.006 0.080 -0.14
C -0.579 5.873 1.124 -0.56
C -0.659 7.336 0.657 -0.05
C -1.275 5.727 2.476 -0.05
C 0.890 5.467 1.282 -0.03
C -1.260 3.591 -3.399 -0.52
C -0.052 4.369 -3.940 -0.08
C -0.879 2.102 -3.499 -0.04
C -2.427 3.932 -4.338 -0.05
C -3.972 2.852 -1.196 -0.51
C -3.854 1.537 -1.970 -0.03
C -4.998 3.772 -1.885 -0.04
C -4.547 2.464 0.173 -0.06
H -3.005 4.208 1.083 0.09
H 0.198 5.251 -1.619 0.10
H -1.699 7.647 0.535 0.08
H -0.151 7.471 -0.299 0.08
H -0.186 7.989 1.396 0.08
H -2.317 6.053 2.425 0.08
H -0.764 6.339 3.224 0.08
H -1.251 4.692 2.818 0.07
H 1.436 5.561 0.342 0.08
H 0.960 4.436 1.620 0.09
H 1.378 6.100 2.028 0.09
H 0.861 4.108 -3.405 0.08
H -0.203 5.450 -3.876 0.08
H 0.097 4.104 -4.989 0.08
H -0.004 1.878 -2.883 0.08
H -0.613 1.857 -4.530 0.09
H -1.661 1.420 -3.188 0.03
H -2.661 4.999 -4.284 0.09
H -3.331 3.379 -4.114 0.05
H -2.144 3.695 -5.367 0.08
H -3.560 1.668 -3.004 0.06
H -4.830 1.049 -1.969 0.07
H -3.142 0.861 -1.493 0.09
H -4.667 4.080 -2.876 0.06
H -5.154 4.673 -1.288 0.09
H -5.954 3.250 -1.988 0.08
H -3.823 1.878 0.740 0.09
H -5.437 1.851 0.022 0.07
H -4.840 3.335 0.762 0.08
S -0.898 -1.619 -2.646 0.20
P 1.097 -1.831 -2.725 0.31
C 1.881 -1.361 -1.318 -0.81
P 3.529 -1.527 -1.007 0.29
S 4.133 -0.625 0.663 0.21
C 4.057 -3.292 -0.806 -0.33
C 5.388 -3.703 -0.845 -0.11
C 5.735 -5.020 -0.578 -0.11
C 4.754 -5.948 -0.252 -0.12
C 3.427 -5.545 -0.193 -0.10
C 3.085 -4.228 -0.468 -0.10
C 4.664 -0.930 -2.350 -0.32
C 5.166 -1.723 -3.377 -0.11
C 5.916 -1.170 -4.410 -0.10
C 6.182 0.190 -4.428 -0.12
C 5.703 0.991 -3.397 -0.11
C 4.958 0.434 -2.371 -0.13
C 1.618 -0.916 -4.246 -0.33
C 2.216 0.330 -4.092 -0.11
C 2.577 1.089 -5.197 -0.10
C 2.346 0.607 -6.477 -0.11
C 1.744 -0.636 -6.644 -0.10
C 1.380 -1.387 -5.536 -0.10
C 1.415 -3.586 -3.235 -0.32
C 0.563 -4.575 -2.747 -0.13
C 0.850 -5.920 -2.928 -0.10
C 1.996 -6.304 -3.614 -0.12
C 2.837 -5.328 -4.129 -0.09
C 2.544 -3.983 -3.945 -0.10
H 6.161 -2.977 -1.068 0.10
H 6.776 -5.321 -0.612 0.09
H 5.024 -6.977 -0.041 0.09
H 2.655 -6.265 0.057 0.09
H 2.055 -3.891 -0.427 0.08
H 4.979 -2.788 -3.366 0.08
H 6.291 -1.806 -5.204 0.09
H 6.760 0.624 -5.236 0.09
H 5.914 2.055 -3.395 0.09
H 4.598 1.045 -1.550 0.07
H 2.406 0.680 -3.083 0.09
H 3.053 2.053 -5.057 0.10
H 2.639 1.191 -7.342 0.09
H 1.558 -1.018 -7.642 0.09
H 0.889 -2.344 -5.669 0.10
H -0.335 -4.264 -2.227 0.05
H 0.177 -6.672 -2.529 0.09
H 2.230 -7.353 -3.750 0.09
H 3.732 -5.616 -4.670 0.09
H 3.200 -3.229 -4.360 0.09
O -1.975 -0.729 0.712 -0.69
P -3.018 -1.758 0.981 0.78
C -3.426 -1.857 2.736 -0.25
C -4.472 -2.627 3.250 -0.10
C -4.674 -2.683 4.618 -0.10
C -3.828 -1.984 5.477 -0.09
C -2.777 -1.239 4.968 -0.06
C -2.572 -1.177 3.595 -0.06
C -4.544 -1.513 0.041 -0.27
C -5.735 -1.055 0.592 -0.08
C -6.847 -0.865 -0.219 -0.10
C -6.769 -1.137 -1.578 -0.10
C -5.577 -1.587 -2.133 -0.08
C -4.465 -1.771 -1.329 -0.09
C -2.538 -3.451 0.553 -0.25
C -1.185 -3.775 0.579 -0.06
C -0.776 -5.081 0.357 -0.07
C -1.716 -6.067 0.098 -0.09
C -3.068 -5.748 0.059 -0.09
C -3.479 -4.443 0.287 -0.08
H -5.121 -3.185 2.585 0.10
H -5.487 -3.276 5.020 0.09
H -3.990 -2.033 6.547 0.10
H -2.104 -0.703 5.626 0.11
H -1.733 -0.616 3.204 0.06
H -5.790 -0.831 1.651 0.11
H -7.772 -0.500 0.211 0.10
H -7.639 -0.992 -2.207 0.10
H -5.508 -1.779 -3.196 0.11
H -3.522 -2.097 -1.762 0.06
H -0.448 -3.007 0.757 0.09
H 0.280 -5.319 0.360 0.10
H -1.396 -7.085 -0.090 0.10
H -3.801 -6.515 -0.157 0.10
H -4.533 -4.196 0.237 0.10
```

- Energy above the lowest of the compared OMol25 structures with the same formula, charge and spin: 29.29 kJ/mol
- Net charge: -2
- E_HOMO (spin up / spin down): -1.7262 / -1.7262 eV
- LUMO (spin up / spin down): 3.3 / 2.9 eV
- 2S+1: 2
- HOMO-LUMO gap (spin up / spin down): 5.05 / 4.59 eV

=====

[3]
A structure of composition C72H84CdClGe2N3O6S5Si2Te at a distorted geometry, computed with the ωB97M-V functional and the def2-TZVPD basis.

XYZ file:
```
177
Properties=species:S:1:pos:R:3:lowdin_charge:R:1
Cd 0.003 0.371 -0.355 1.08
C 7.100 0.064 1.167 -0.06
C 6.404 0.442 -0.113 -0.28
C 6.162 -0.517 -1.086 -0.03
C 5.577 -0.189 -2.297 -0.25
C 5.257 -1.253 -3.301 -0.03
C 5.234 1.141 -2.558 -0.20
C 5.414 2.108 -1.570 -0.22
C 5.028 3.533 -1.819 -0.02
C 5.988 1.741 -0.360 -0.01
C 4.928 1.538 -3.954 -0.22
C 6.069 1.613 -4.753 -0.04
C 5.994 1.972 -6.083 -0.07
C 4.760 2.303 -6.601 -0.05
C 3.610 2.260 -5.814 -0.23
C 3.674 1.845 -4.484 -0.17
Ge 1.994 1.639 -3.319 0.05
S 2.313 0.305 -1.649 0.17
S 0.088 1.222 -4.507 0.33
Ge -0.839 2.676 -2.988 0.10
S -1.648 1.997 -1.104 0.18
S 1.214 3.716 -2.701 0.28
C -2.300 3.821 -3.818 -0.18
C -2.377 5.192 -3.581 -0.22
C -3.412 5.931 -4.148 -0.05
C -4.376 5.317 -4.924 -0.08
C -4.334 3.947 -5.104 -0.04
C -3.312 3.190 -4.542 -0.23
C -3.328 1.716 -4.707 -0.17
C -3.874 0.899 -3.715 -0.22
C -4.571 1.468 -2.515 -0.07
C -3.821 -0.480 -3.869 -0.01
C -3.261 -1.066 -4.992 -0.26
C -3.153 -2.558 -5.091 -0.05
C -2.792 -0.238 -6.003 -0.03
C -2.820 1.142 -5.874 -0.26
C -2.280 2.017 -6.963 -0.05
C -1.374 5.881 -2.730 -0.18
C -0.297 6.533 -3.330 -0.26
C -0.177 6.534 -4.824 -0.04
C 0.662 7.148 -2.541 -0.04
C 0.575 7.129 -1.158 -0.27
C 1.621 7.770 -0.298 -0.05
C -0.525 6.513 -0.577 0.00
C -1.513 5.908 -1.340 -0.21
C -2.712 5.310 -0.670 -0.05
C 2.415 2.785 -6.518 -0.16
C 1.683 1.974 -7.384 -0.24
C 1.895 0.491 -7.395 -0.04
C 0.741 2.555 -8.222 -0.04
C 0.507 3.921 -8.214 -0.28
C -0.530 4.548 -9.102 -0.05
C 1.247 4.713 -7.349 -0.02
C 2.195 4.166 -6.497 -0.20
C 2.977 5.049 -5.576 -0.04
H 7.862 -0.687 0.964 0.08
H 6.400 -0.359 1.890 0.05
H 7.576 0.928 1.627 0.08
H 6.466 -1.544 -0.916 0.11
H 5.601 -2.226 -2.958 0.07
H 5.703 -1.036 -4.271 0.08
H 4.175 -1.290 -3.426 0.07
H 5.709 3.989 -2.539 0.09
H 5.053 4.108 -0.897 0.08
H 4.023 3.583 -2.235 0.03
H 6.134 2.511 0.386 0.11
H 7.029 1.380 -4.312 0.12
H 6.886 2.014 -6.698 0.10
H 4.672 2.616 -7.633 0.12
H -3.458 6.998 -3.969 0.12
H -5.171 5.902 -5.370 0.09
H -5.106 3.450 -5.677 0.12
H -4.301 2.510 -2.356 0.06
H -4.302 0.902 -1.626 0.06
H -5.654 1.404 -2.650 0.08
H -4.203 -1.110 -3.077 0.12
H -4.014 -3.043 -4.635 0.08
H -2.271 -2.886 -4.541 0.07
H -3.065 -2.884 -6.127 0.07
H -2.367 -0.674 -6.898 0.11
H -2.129 1.444 -7.874 0.08
H -1.320 2.426 -6.652 0.05
H -2.951 2.849 -7.172 0.08
H 0.000 5.518 -5.174 0.07
H 0.650 7.165 -5.141 0.07
H -1.094 6.894 -5.292 0.08
H 1.506 7.631 -3.019 0.11
H 2.329 8.341 -0.895 0.07
H 2.176 7.016 0.261 0.04
H 1.164 8.434 0.435 0.08
H -0.611 6.502 0.500 0.12
H -2.891 5.791 0.289 0.08
H -2.542 4.249 -0.487 -0.01
H -3.600 5.406 -1.295 0.08
H 2.952 0.239 -7.313 0.08
H 1.484 0.040 -8.298 0.08
H 1.381 0.064 -6.533 0.04
H 0.181 1.928 -8.903 0.11
H -0.924 3.827 -9.813 0.07
H -0.112 5.393 -9.651 0.07
H -1.357 4.922 -8.497 0.08
H 1.091 5.783 -7.354 0.11
H 2.942 6.085 -5.905 0.08
H 4.014 4.728 -5.506 0.08
H 2.546 4.993 -4.576 0.02
O -1.658 -3.058 -2.053 -0.33
Cl -1.247 -1.878 -1.368 0.53
O -0.929 -0.864 -2.310 -0.47
O -2.299 -1.441 -0.515 -0.42
O -0.091 -2.161 -0.579 -0.41
O 1.477 -0.404 1.375 -0.77
S 2.919 -0.096 1.468 0.97
C 3.512 -1.592 2.334 -0.31
C 4.577 -2.304 1.813 -0.08
C 4.951 -3.505 2.395 -0.08
C 4.225 -4.010 3.460 -0.09
C 3.145 -3.304 3.963 -0.07
C 2.794 -2.089 3.408 -0.07
C 3.128 0.976 2.918 -0.35
C 4.310 1.690 3.025 -0.08
C 4.514 2.516 4.118 -0.07
C 3.531 2.620 5.089 -0.08
C 2.333 1.937 4.952 -0.07
C 2.126 1.112 3.859 -0.10
H 5.085 -1.920 0.943 0.08
H 5.796 -4.058 2.007 0.10
H 4.504 -4.956 3.900 0.10
H 2.573 -3.705 4.786 0.10
H 1.949 -1.539 3.791 0.10
H 5.048 1.609 2.244 0.08
H 5.431 3.086 4.203 0.10
H 3.685 3.265 5.942 0.10
H 1.548 2.060 5.683 0.10
H 1.171 0.620 3.694 0.02
C -1.162 0.096 6.001 -0.19
Si -2.531 0.907 4.932 0.43
C -4.064 1.062 6.081 -0.20
C -2.047 2.634 4.321 -0.18
C -2.886 -0.256 3.491 -0.52
Te -1.015 -0.232 2.322 1.38
C -0.690 -2.372 2.573 -0.52
Si -2.043 -3.679 2.275 0.51
C -1.895 -4.769 3.866 -0.20
C -3.876 -3.163 2.094 -0.18
C -1.646 -4.857 0.828 -0.17
H -0.750 0.788 6.729 0.02
H -0.356 -0.232 5.351 -0.02
H -1.532 -0.772 6.540 0.02
H -3.834 1.684 6.940 0.01
H -4.398 0.099 6.452 0.01
H -4.896 1.523 5.560 0.01
H -1.509 3.217 5.063 0.00
H -2.916 3.211 4.018 0.03
H -1.394 2.542 3.454 -0.01
H -3.728 0.050 2.879 0.01
H -3.054 -1.272 3.822 -0.02
H -0.289 -2.507 3.580 -0.01
H 0.115 -2.549 1.864 -0.02
H -2.066 -4.183 4.764 0.01
H -0.898 -5.198 3.939 0.01
H -2.604 -5.591 3.865 0.01
H -4.352 -2.926 3.042 0.01
H -4.442 -3.968 1.632 0.02
H -3.936 -2.295 1.446 0.01
H -0.584 -5.084 0.782 0.03
H -1.920 -4.400 -0.118 0.00
H -2.189 -5.796 0.917 0.02
N 2.176 3.020 0.553 0.17
C 1.253 3.111 1.570 -0.53
O 0.387 2.217 1.681 -0.21
C 1.464 4.204 2.458 -0.22
C 0.819 4.422 3.667 -0.25
N 0.366 4.683 4.699 0.13
C 2.476 5.117 2.206 -0.28
N 3.307 5.901 2.013 0.12
H 2.641 3.861 0.252 0.07
H 1.972 2.356 -0.184 -0.03
```

- Energy above the lowest of the compared OMol25 structures with the same formula, charge and spin: 23.65 kJ/mol
- Net charge: -2
- E_HOMO: -3.1723 eV
- LUMO: 3.5 eV
- 2S+1: 1
- HOMO-LUMO gap: 6.71 eV

=====

Number 1: DFT total energy -4028.31408 Ha. Number 2: DFT total energy -5168.18225 Ha. Number 3: DFT total energy -11029.63109 Ha.